No. 1
Molecular formula: ClH3P2
Method: DFT, ωB97M-V/def2-TZVPD

Structure (XYZ):
```
6
Properties=species:S:1:pos:R:3:mulliken_charge:R:1
P 0.121 0.000 -0.822 -0.041
P 0.629 -0.737 1.133 0.169
Cl 2.950 -1.733 -0.799 -0.440
H -1.245 0.290 -0.527 0.104
H 0.667 1.299 -0.417 0.100
H 1.469 0.354 1.296 0.108
```

Computed properties:
E_tot, eV: -31145.6953
Frontier orbital gap (spin up / spin down), hartree: 0.26121 / 0.22677
LUMO energy (spin up / spin down), eV: -2.716 / -3.139
F_max, hartree/bohr: 0.03621
HOMO level (spin up / spin down), Eh: -0.3610 / -0.3421
Spin multiplicity: 1
Energy above the lowest of the compared OMol25 structures with the same formula, charge and spin, eV: 2.1657

=====

No. 2
Molecular formula: ClH3S
Method: DFT, ωB97M-V/def2-TZVPD

Structure (XYZ):
```
5
Properties=species:S:1:pos:R:3:mulliken_charge:R:1
H -1.251 -0.441 -0.021 0.288
H 0.150 0.233 -0.161 0.040
H 1.969 -0.461 -0.100 0.167
S 1.141 0.175 0.740 -0.237
Cl -2.010 0.494 -0.459 -0.258
```

Computed properties:
E_tot, eV: -23405.9904
Frontier orbital gap, hartree: 0.40134
LUMO energy, eV: 0.919
F_max, hartree/bohr: 0.01864
HOMO level, Eh: -0.3676
Spin multiplicity: 1
Energy above the lowest of the compared OMol25 structures with the same formula, charge and spin, eV: 0.3854

=====

No. 3
Molecular formula: ClH4LiO2
Method: DFT, ωB97M-V/def2-TZVPD

Structure (XYZ):
```
8
Properties=species:S:1:pos:R:3:mulliken_charge:R:1
Li 6.072 15.169 2.770 -0.293
Cl 4.968 17.103 3.521 -0.606
O 6.789 19.824 3.497 -0.643
H 6.840 20.028 4.431 0.291
H 6.220 19.056 3.450 0.283
O 4.791 18.201 0.238 -0.672
H 5.426 18.846 0.549 0.320
H 4.632 17.637 0.995 0.319
```

Computed properties:
E_tot, eV: -16889.6455
Frontier orbital gap (spin up / spin down), hartree: 0.13905 / 0.36055
LUMO energy (spin up / spin down), eV: 3.354 / 3.568
F_max, hartree/bohr: 0.01817
HOMO level (spin up / spin down), Eh: -0.0158 / -0.2294
Spin multiplicity: 2
Charge: -1

=====

No. 4
Molecular formula: ClH4N
Method: DFT, ωB97M-V/def2-TZVPD

Structure (XYZ):
```
6
Properties=species:S:1:pos:R:3:mulliken_charge:R:1
N -0.311 -0.241 0.270 -0.476
H -0.882 -1.088 0.203 0.370
H -0.670 0.358 1.009 0.346
H 0.007 0.193 -0.650 0.157
H 0.526 -0.664 0.690 0.381
Cl 1.331 1.442 -1.521 -0.777
```

Computed properties:
E_tot, eV: -14077.1939
Frontier orbital gap, hartree: 0.29401
LUMO energy, eV: -0.389
F_max, hartree/bohr: 0.05347
HOMO level, Eh: -0.3083
Spin multiplicity: 1
Energy above the lowest of the compared OMol25 structures with the same formula, charge and spin, eV: 0.0000

=====

No. 5
Molecular formula: ClH4N2OP
Method: DFT, ωB97M-V/def2-TZVPD

Structure (XYZ):
```
9
Properties=species:S:1:pos:R:3:mulliken_charge:R:1
N 0.539 0.815 -1.046 -0.392
N 0.104 0.245 1.491 -0.495
O 1.352 -1.455 -0.007 -0.510
P 0.388 -0.361 -0.029 0.631
Cl -2.199 -0.866 -0.816 -0.484
H 0.887 0.314 -1.821 0.273
H -0.341 1.318 -1.216 0.346
H -0.764 0.684 1.416 0.319
H 0.034 -0.693 2.028 0.311
```

Computed properties:
E_tot, eV: -26904.9041
Frontier orbital gap, hartree: 0.34867
LUMO energy, eV: -0.721
F_max, hartree/bohr: 0.07143
HOMO level, Eh: -0.3751
Spin multiplicity: 1
Energy above the lowest of the compared OMol25 structures with the same formula, charge and spin, eV: 1.4678

=====

No. 6
Molecular formula: ClH4N2OP
Method: DFT, ωB97M-V/def2-TZVPD

Structure (XYZ):
```
9
Properties=species:S:1:pos:R:3:mulliken_charge:R:1
N 0.903 1.280 -0.172 -0.427
N -0.223 -1.069 0.018 -0.516
O 2.476 -1.011 -0.108 -0.545
P 1.158 -0.355 -0.026 0.732
Cl -3.624 -0.137 -0.008 -0.282
H 1.472 2.050 0.137 0.275
H 0.000 1.568 -0.103 0.253
H -2.348 -0.381 0.033 0.290
H 0.186 -1.946 0.229 0.221
```

Computed properties:
E_tot, eV: -26904.4806
Frontier orbital gap, hartree: 0.39247
LUMO energy, eV: -0.128
F_max, hartree/bohr: 0.06673
HOMO level, Eh: -0.3972
Spin multiplicity: 1
Energy above the lowest of the compared OMol25 structures with the same formula, charge and spin, eV: 1.8913

=====

No. 7
Molecular formula: ClH5OSi2
Method: DFT, ωB97M-V/def2-TZVPD

Structure (XYZ):
```
9
Properties=species:S:1:pos:R:3:mulliken_charge:R:1
O -2.280 -2.142 2.163 -0.389
Si 1.175 0.134 -1.034 0.540
Si -2.304 -0.670 2.056 0.487
Cl 0.938 -1.232 0.474 -0.226
H -0.107 0.905 -0.886 -0.104
H 1.420 -0.562 -2.281 -0.100
H 2.461 0.852 -1.023 -0.094
H -1.817 0.497 2.802 -0.049
H -2.977 -0.272 0.794 -0.065
```

Computed properties:
E_tot, eV: -30405.7409
Frontier orbital gap, hartree: 0.37813
LUMO energy, eV: -0.202
F_max, hartree/bohr: 0.05783
HOMO level, Eh: -0.3856
Spin multiplicity: 1
Energy above the lowest of the compared OMol25 structures with the same formula, charge and spin, eV: 3.2206

=====

No. 8
Molecular formula: ClH6O3Zn
Method: DFT, ωB97M-V/def2-TZVPD

Structure (XYZ):
```
11
Properties=species:S:1:pos:R:3:mulliken_charge:R:1
Zn 2.382 0.577 -1.726 1.017
Cl 0.368 0.350 -0.716 -0.118
O -0.874 3.583 -0.906 -0.580
H -0.486 2.732 -0.687 0.265
H -1.304 3.457 -1.758 0.333
O -1.140 -2.565 -0.184 -0.561
H -0.649 -3.075 0.471 0.357
H -0.625 -1.763 -0.308 0.253
O 1.053 -1.301 2.123 -0.568
H 0.150 -1.136 2.418 0.351
H 1.126 -0.860 1.272 0.250
```

Computed properties:
E_tot, eV: -67170.3041
Frontier orbital gap, hartree: 0.16129
LUMO energy, eV: -10.041
F_max, hartree/bohr: 0.04799
HOMO level, Eh: -0.5303
Spin multiplicity: 1
Charge: +1
Energy above the lowest of the compared OMol25 structures with the same formula, charge and spin, eV: 1.5435

=====

No. 9
Molecular formula: ClH8HfO4
Method: DFT, ωB97M-V/def2-TZVPD

Structure (XYZ):
```
14
Properties=species:S:1:pos:R:3:mulliken_charge:R:1
Hf 0.124 0.476 4.025 1.877
Cl -0.083 0.379 1.697 -0.091
O 1.192 2.649 -0.274 -0.377
H 1.056 1.874 0.234 0.309
H 0.878 2.421 -1.159 0.406
O 1.860 -0.925 -0.548 -0.342
H 1.611 -1.789 -0.826 0.400
H 1.414 -0.890 0.302 0.307
O -1.585 0.249 -0.932 -0.511
H -1.000 0.645 -0.232 0.337
H -2.362 0.748 -1.048 0.343
O -0.753 -2.180 -0.309 -0.391
H -0.831 -1.192 -0.169 0.383
H -1.521 -2.464 -0.761 0.349
```

Computed properties:
E_tot, eV: -22103.8947
Frontier orbital gap, hartree: 0.10503
LUMO energy, eV: -19.097
F_max, hartree/bohr: 0.07013
HOMO level, Eh: -0.8068
Spin multiplicity: 1
Charge: +3
Energy above the lowest of the compared OMol25 structures with the same formula, charge and spin, eV: 11.1257

=====

No. 10
Molecular formula: ClH8MgO4
Method: DFT, ωB97M-V/def2-TZVPD

Structure (XYZ):
```
14
Properties=species:S:1:pos:R:3:mulliken_charge:R:1
Mg 0.128 -0.006 -0.034 0.972
Cl 1.595 -0.762 1.587 0.037
O -0.250 -1.848 -0.790 -0.478
H -0.585 -2.097 -1.652 0.328
H -0.562 -2.537 -0.203 0.337
O -1.469 -0.360 1.149 -0.355
H -2.397 -0.190 0.990 0.308
H -1.436 -0.691 2.046 0.313
O 1.330 0.448 -1.488 -0.334
H 1.356 0.004 -2.336 0.330
H 1.960 1.164 -1.573 0.317
O 0.123 1.912 0.681 -0.393
H -0.391 2.595 0.250 0.312
H 0.598 2.370 1.374 0.306
```

Computed properties:
E_tot, eV: -26272.3848
Frontier orbital gap (spin up / spin down), hartree: 0.50217 / 0.28762
LUMO energy (spin up / spin down), eV: -7.553 / -13.297
F_max, hartree/bohr: 0.02915
HOMO level (spin up / spin down), Eh: -0.7798 / -0.7763
Spin multiplicity: 2
Charge: +2

=====

No. 11
Molecular formula: ClH8O5V
Method: DFT, ωB97M-V/def2-TZVPD

Structure (XYZ):
```
15
Properties=species:S:1:pos:R:3:mulliken_charge:R:1
O -2.134 -0.808 -2.254 -0.394
V -2.350 0.541 -1.422 1.321
Cl -0.639 0.393 -0.416 -0.510
O 0.447 1.447 1.618 -0.665
H -0.074 0.778 2.062 0.488
H 0.112 1.456 0.721 0.424
O -0.645 -0.666 2.128 -0.639
H -0.629 -0.827 1.184 0.198
H 0.154 -1.081 2.455 0.397
O 0.762 0.424 -2.536 -0.614
H 0.279 0.887 -1.851 0.418
H 1.611 0.227 -2.140 0.343
O 1.403 -0.803 0.198 -0.620
H 1.037 -1.663 0.403 0.321
H 0.665 -0.304 -0.151 0.531
```

Computed properties:
E_tot, eV: -48562.9301
Frontier orbital gap (spin up / spin down), hartree: 0.19969 / 0.21782
LUMO energy (spin up / spin down), eV: -8.729 / -8.261
F_max, hartree/bohr: 0.11808
HOMO level (spin up / spin down), Eh: -0.5205 / -0.5214
Spin multiplicity: 2
Charge: +1
Energy above the lowest of the compared OMol25 structures with the same formula, charge and spin, eV: 10.6093

=====

No. 12
Molecular formula: ClHN2O
Method: DFT, ωB97M-V/def2-TZVPD

Structure (XYZ):
```
5
Properties=species:S:1:pos:R:3:mulliken_charge:R:1
N 1.116 0.297 -0.531 -0.324
N -0.795 -0.366 1.771 0.182
O -1.458 -0.551 0.903 -0.149
Cl -0.289 -0.482 -1.012 0.043
H 1.426 1.101 -1.131 0.248
```

Computed properties:
E_tot, eV: -17560.3906
Frontier orbital gap (spin up / spin down), hartree: 0.38233 / 0.25952
LUMO energy (spin up / spin down), eV: 0.560 / -1.011
F_max, hartree/bohr: 0.07580
HOMO level (spin up / spin down), Eh: -0.3618 / -0.2967
Spin multiplicity: 1
Energy above the lowest of the compared OMol25 structures with the same formula, charge and spin, eV: 4.9760

=====

No. 13
Molecular formula: ClHN2O2
Method: DFT, ωB97M-V/def2-TZVPD

Structure (XYZ):
```
6
Properties=species:S:1:pos:R:3:mulliken_charge:R:1
N -2.119 0.573 -0.141 0.022
N -1.386 -0.927 -0.606 -0.008
O -1.885 1.753 -0.511 -0.633
O -1.652 -1.724 0.218 -0.529
Cl 9.356 -0.089 0.219 -1.000
H -2.314 0.413 0.821 0.149
```

Computed properties:
E_tot, eV: -19610.2794
Frontier orbital gap (spin up / spin down), hartree: 0.27358 / 0.24685
LUMO energy (spin up / spin down), eV: 6.650 / 6.648
F_max, hartree/bohr: 0.09052
HOMO level (spin up / spin down), Eh: -0.0292 / -0.0025
Spin multiplicity: 1
Charge: -2
Energy above the lowest of the compared OMol25 structures with the same formula, charge and spin, eV: 2.1536

=====

No. 14
Molecular formula: ClHN2O4S
Method: DFT, ωB97M-V/def2-TZVPD

Structure (XYZ):
```
9
Properties=species:S:1:pos:R:3:mulliken_charge:R:1
N 1.349 -0.870 0.009 -0.279
N -1.579 0.600 -0.730 0.737
O -1.884 1.733 -0.781 -0.376
O -1.861 -0.447 -1.190 -0.361
O 1.224 1.576 0.380 -0.466
O 0.260 0.135 2.196 -0.466
S 0.414 0.429 0.812 0.907
Cl 0.789 -2.510 0.324 -0.026
H 1.289 -0.647 -1.020 0.331
```

Computed properties:
E_tot, eV: -34537.5314
Frontier orbital gap (spin up / spin down), hartree: 0.28831 / 0.30002
LUMO energy (spin up / spin down), eV: -2.585 / -1.946
F_max, hartree/bohr: 0.05949
HOMO level (spin up / spin down), Eh: -0.3833 / -0.3715
Spin multiplicity: 1
Energy above the lowest of the compared OMol25 structures with the same formula, charge and spin, eV: 1.5844

=====

No. 15
Molecular formula: ClHNO2P
Method: DFT, ωB97M-V/def2-TZVPD

Structure (XYZ):
```
6
Properties=species:S:1:pos:R:3:mulliken_charge:R:1
N -0.891 2.628 -1.505 0.128
O -0.864 1.665 -0.896 -0.127
O 1.171 0.048 0.003 -0.380
P 0.905 -1.142 0.830 0.442
Cl -0.249 -2.424 -0.252 -0.175
H -0.072 -0.774 1.820 0.112
```

Computed properties:
E_tot, eV: -27409.7555
Frontier orbital gap (spin up / spin down), hartree: 0.39146 / 0.20988
LUMO energy (spin up / spin down), eV: 0.717 / -2.517
F_max, hartree/bohr: 0.02150
HOMO level (spin up / spin down), Eh: -0.3651 / -0.3024
Spin multiplicity: 1
Energy above the lowest of the compared OMol25 structures with the same formula, charge and spin, eV: 0.6588

=====

No. 16
Molecular formula: ClHNO3P
Method: DFT, ωB97M-V/def2-TZVPD

Structure (XYZ):
```
7
Properties=species:S:1:pos:R:3:mulliken_charge:R:1
N 0.035 0.334 1.367 -0.058
O -1.437 -0.874 -1.559 -0.553
O 0.435 -0.928 0.646 -0.231
O -0.002 1.225 0.218 -0.228
P 0.122 -0.131 -0.748 0.879
Cl 1.637 0.208 -1.925 -0.092
H -0.790 0.165 2.001 0.282
```

Computed properties:
E_tot, eV: -29455.1815
Frontier orbital gap, hartree: 0.36372
LUMO energy, eV: -0.244
F_max, hartree/bohr: 0.16557
HOMO level, Eh: -0.3727
Spin multiplicity: 1
Energy above the lowest of the compared OMol25 structures with the same formula, charge and spin, eV: 3.5942

=====

No. 17
Molecular formula: ClHNP
Method: DFT, ωB97M-V/def2-TZVPD

Structure (XYZ):
```
4
Properties=species:S:1:pos:R:3:mulliken_charge:R:1
N -3.466 0.207 0.967 -0.279
P -3.735 0.348 -0.443 0.310
Cl -0.304 -0.839 0.145 -0.241
H -1.502 -1.081 0.443 0.210
```

Computed properties:
E_tot, eV: -23316.3857
Frontier orbital gap, hartree: 0.40811
LUMO energy, eV: -0.412
F_max, hartree/bohr: 0.05119
HOMO level, Eh: -0.4232
Spin multiplicity: 1
Energy above the lowest of the compared OMol25 structures with the same formula, charge and spin, eV: 0.7176

=====

No. 18
Molecular formula: ClHg4O4
Method: DFT, ωB97M-V/def2-TZVPD

Structure (XYZ):
```
9
Properties=species:S:1:pos:R:3:mulliken_charge:R:1
Hg -2.845 2.589 -1.142 1.884
Hg 3.049 1.549 -1.866 1.955
Hg -2.030 -3.086 0.943 1.934
Hg 2.794 -2.088 1.960 1.915
Cl -0.187 0.204 -0.020 1.588
O -0.929 -0.922 -0.311 -0.544
O 0.724 -0.237 1.060 -0.664
O 0.545 0.689 -1.053 -0.518
O -1.121 1.302 0.429 -0.550
```

Computed properties:
E_tot, eV: -37268.4759
Frontier orbital gap, hartree: 0.21019
LUMO energy, eV: -29.933
F_max, hartree/bohr: 0.14365
HOMO level, Eh: -1.3102
Spin multiplicity: 1
Charge: +7
Energy above the lowest of the compared OMol25 structures with the same formula, charge and spin, eV: 1.9401

=====

No. 19
Molecular formula: ClHgN2O6
Method: DFT, ωB97M-V/def2-TZVPD

Structure (XYZ):
```
10
Properties=species:S:1:pos:R:3:mulliken_charge:R:1
Hg -1.125 0.626 -0.383 0.989
N -0.021 -2.060 1.049 1.094
O 0.340 -3.134 1.620 -0.676
O -0.546 -1.142 1.698 -0.664
O 0.327 -1.767 -0.068 -0.621
N 1.136 1.953 -0.907 1.334
O -0.023 2.306 -0.479 -0.691
O 1.950 2.862 -0.970 -0.617
O 1.261 0.764 -1.156 -0.640
Cl -3.299 -0.408 -0.406 -0.508
```

Computed properties:
E_tot, eV: -31957.9336
Frontier orbital gap, hartree: 0.29883
LUMO energy, eV: 2.671
F_max, hartree/bohr: 0.06994
HOMO level, Eh: -0.2007
Spin multiplicity: 1
Charge: -1

=====

No. 20
Molecular formula: ClHgO8S
Method: DFT, ωB97M-V/def2-TZVPD

Structure (XYZ):
```
11
Properties=species:S:1:pos:R:3:mulliken_charge:R:1
Hg 0.783 -0.216 -0.603 0.631
S -0.611 -2.703 -0.909 1.293
O 0.551 -2.353 -0.168 -0.771
O -0.205 -2.975 -2.224 -0.649
O -1.511 -3.645 -0.225 -0.711
O -1.228 -1.347 -1.099 -0.851
Cl 0.435 2.616 1.078 1.647
O 1.769 2.475 1.380 -0.600
O -0.159 3.338 2.088 -0.664
O 0.444 3.462 -0.115 -0.676
O -0.268 1.349 0.798 -0.648
```

Computed properties:
E_tot, eV: -43904.4338
Frontier orbital gap (spin up / spin down), hartree: 0.24660 / 0.24381
LUMO energy (spin up / spin down), eV: 5.851 / 5.270
F_max, hartree/bohr: 0.13440
HOMO level (spin up / spin down), Eh: -0.0316 / -0.0501
Spin multiplicity: 2
Charge: -2
Energy above the lowest of the compared OMol25 structures with the same formula, charge and spin, eV: 0.0000